[1]
A structure of composition C30H46BrEuN3P2 at a distorted geometry, computed with ωB97M-V with the def2-TZVPD basis set.

Positions of all 83 atoms, in Å:
N  -6.9746  5.5658  -5.7215
C  -6.5829  6.1299  -4.5670
C  -5.8183  5.4723  -3.5968
C  -5.4133  4.1334  -3.8063
C  -5.8294  3.5444  -5.0247
C  -6.5920  4.2912  -5.9260
C  -4.6135  3.4489  -2.7919
Eu  0.2723  -0.1753  1.1925
P  6.4846  -1.1161  0.1332
C  -3.4085  2.8489  -2.9886
C  -2.5895  2.1618  -1.9935
C  -1.4761  1.4006  -2.4228
C  -0.6552  0.7250  -1.5118
C  -0.9051  0.7779  -0.1224
C  -2.0205  1.5378  0.3075
C  -2.8423  2.2113  -0.6003
Br  1.7634  -1.3815  2.8653
H  -5.0560  3.4384  -1.7877
H  -2.9754  2.8681  -3.9977
H  -5.5329  5.9935  -2.6759
H  -5.5623  2.5120  -5.2714
H  -6.8974  7.1703  -4.4043
H  -6.9163  3.8366  -6.8725
H  -1.2562  1.3447  -3.4964
H  -3.6955  2.7856  -0.2223
H  0.1970  0.1485  -1.8908
H  -2.2509  1.6037  1.3775
P  -0.1834  -2.2226  0.1745
C  5.8949  0.6633  0.2676
C  6.9448  1.6859  -0.1861
H  5.5666  0.8693  1.3058
H  4.9953  0.7384  -0.3721
H  6.7704  2.6690  0.2869
H  7.9675  1.3666  0.0849
H  6.9180  1.8226  -1.2815
C  5.6176  -1.5404  -1.4792
C  6.2569  -2.6995  -2.2546
H  5.6555  -0.6170  -2.0887
H  4.5476  -1.7479  -1.2787
H  5.9703  -2.6652  -3.3211
H  7.3593  -2.6591  -2.1964
H  5.9352  -3.6783  -1.8582
C  5.3160  -1.9022  1.3832
C  5.9830  -2.2746  2.7150
H  4.8220  -2.7811  0.9235
H  4.5216  -1.1550  1.5693
H  5.4173  -3.0715  3.2310
H  7.0149  -2.6384  2.5701
H  6.0330  -1.4002  3.3874
C  -0.1219  -3.6087  1.4127
C  -1.2735  -4.6215  1.4530
H  -0.0502  -3.0842  2.3819
H  0.8511  -4.1081  1.2441
H  -2.2025  -4.1468  1.8108
H  -1.4749  -5.0817  0.4720
H  -1.0268  -5.4330  2.1608
C  0.9289  -2.7113  -1.2332
C  0.3671  -2.7054  -2.6607
H  1.2838  -3.7236  -0.9702
H  1.8203  -2.0630  -1.1452
H  -0.1129  -3.6680  -2.9064
H  -0.3725  -1.9052  -2.8235
H  1.1893  -2.5547  -3.3826
C  -1.9128  -2.1205  -0.5028
C  -3.0533  -1.6335  0.3995
H  -2.1232  -3.1464  -0.8562
H  -1.8100  -1.5106  -1.4190
H  -3.7993  -1.0523  -0.1693
H  -3.5760  -2.4627  0.9020
H  -2.6473  -0.9696  1.1837
N  -2.2700  1.4821  7.1480
C  -1.7277  1.1169  5.8913
C  -1.2046  -0.1580  5.6917
C  -0.6693  -0.4996  4.4481
N  -0.6564  0.3903  3.4006
C  -1.1660  1.6450  3.6029
C  -1.7025  2.0276  4.8360
H  -2.2864  0.8095  7.9289
H  -2.6561  2.4251  7.3005
H  -1.2149  -0.8888  6.4915
H  -0.3160  -1.5095  4.3408
H  -1.1086  2.3965  2.8350
H  -2.0849  3.0321  4.9682

Output
Kohn-Sham gap (spin up / spin down): 4.55 / 2.68 eV
charge: +2
multiplicity: 8
energy above the lowest of the compared OMol25 structures with the same formula, charge and spin: 580.5 kJ/mol

=====

[2]
A cluster of 7 separate species, C30H46F12O17 in total at a distorted geometry, computed with ωB97M-V with the def2-TZVPD basis set.

Positions of all 105 atoms, in Å:
C  4.8964  5.2307  -1.5561
O  4.3372  4.3590  -2.5840
C  3.9101  3.0929  -2.0499
C  3.3419  2.3436  -3.1466
O  4.2142  2.3026  -4.3912
C  3.7883  1.2654  -5.3160
C  3.9086  -0.1451  -4.7972
O  5.1033  -0.2035  -3.9732
C  5.4593  -1.4646  -3.5229
H  5.3929  6.0234  -2.1159
H  5.7564  4.7559  -1.0838
H  4.0292  5.5589  -0.9832
H  3.2207  3.2332  -1.2173
H  4.7360  2.5266  -1.6195
H  2.3442  2.7216  -3.3697
H  3.3199  1.3526  -2.6931
H  4.3386  1.4524  -6.2382
H  2.7668  1.3837  -5.6773
H  3.8603  -0.9345  -5.5473
H  2.9986  -0.3113  -4.2207
H  4.8346  -1.5687  -2.6357
H  6.5017  -1.4893  -3.2054
H  5.2649  -2.2225  -4.2818
C  5.2346  0.1964  0.4272
C  4.0483  -0.7815  0.7622
O  3.9526  -1.7887  -0.2361
C  2.9312  -2.6042  -0.1535
O  1.9728  -2.3795  0.6269
C  2.9664  -3.7695  -1.2874
F  3.9853  -4.5847  -1.0223
F  1.8931  -4.5273  -1.3516
F  3.2000  -3.1737  -2.4912
H  6.0829  -0.4278  0.1465
H  5.5661  0.8618  1.2243
H  5.0134  0.6536  -0.5373
H  3.1302  -0.2221  0.9420
H  4.2116  -1.2762  1.7196
C  -6.5833  4.5017  4.3802
C  -6.7956  3.1632  3.7429
O  -5.8226  2.9591  2.8795
C  -5.8559  1.8172  2.1169
O  -6.7331  0.8667  2.2129
C  -4.6052  1.6753  1.2755
F  -4.2343  0.4311  1.1558
F  -4.8197  2.2757  0.1376
F  -3.5439  2.1909  1.8786
H  -5.7499  4.4271  5.0788
H  -7.4703  4.7078  4.9793
H  -6.3328  5.2933  3.6740
H  -7.6621  3.0916  3.0855
H  -6.8289  2.3637  4.4830
C  3.6951  6.2883  5.0579
C  4.6097  5.1287  4.4694
O  3.9058  3.9657  4.0338
C  3.1313  3.9524  2.8484
O  2.9733  4.9029  2.0644
C  2.5370  2.5065  2.5740
F  1.9736  2.3468  1.3732
F  3.5397  1.7025  2.7482
F  1.5844  2.3701  3.5465
H  3.5461  6.2001  6.1341
H  2.7039  6.4030  4.6191
H  4.2562  7.2148  4.9364
H  5.3899  4.9343  5.2053
H  5.2631  5.4724  3.6675
C  -1.7152  -4.8094  3.9283
C  -1.0910  -4.1233  2.6312
O  -1.5598  -4.6684  1.3902
C  -1.2563  -6.0056  1.0212
O  -0.6426  -6.7807  1.7166
C  -1.8866  -6.3968  -0.3006
F  -3.1989  -6.3773  -0.1788
F  -1.7250  -5.3869  -1.0932
F  -1.4551  -7.6256  -0.7399
H  -2.2825  -5.7144  3.7110
H  -2.4003  -4.1440  4.4536
H  -0.8770  -5.0947  4.5640
H  -0.0049  -4.2016  2.6803
H  -1.2495  -3.0486  2.5416
C  -4.9467  -3.3070  -2.5698
C  -6.3839  -3.0999  -1.9612
C  -7.4907  -2.5875  -2.9443
O  -8.5685  -3.3347  -2.4966
C  -8.1757  -4.3626  -1.8142
O  -8.9035  -5.2016  -1.4800
O  -6.9251  -4.3847  -1.6526
H  -5.0549  -4.0244  -3.3832
H  -4.2512  -3.8326  -1.9154
H  -4.6019  -2.2946  -2.7799
H  -6.2652  -2.4373  -1.1039
H  -7.3388  -2.7182  -4.0157
H  -7.6596  -1.5261  -2.7625
C  -1.6964  -1.4522  -0.2955
C  -1.4020  0.0613  -0.8520
C  -0.1223  0.7430  -0.2569
O  0.5159  1.1508  -1.5416
C  0.0657  0.6128  -2.5880
O  0.4979  0.8528  -3.7612
O  -1.0217  -0.1941  -2.2676
H  -2.6079  -1.8367  -0.7532
H  -1.9685  -1.3259  0.7524
H  -0.8890  -2.1381  -0.5517
H  -2.2063  0.7968  -0.8411
H  0.5830  0.0598  0.2164
H  -0.4221  1.5663  0.3915

Output
Kohn-Sham gap (spin up / spin down): 2.00 / 6.48 eV
charge: -1
multiplicity: 2

=====

[3]
A structure of composition C30H47BiBrN2O11SeSi2 at a distorted geometry, computed with ωB97M-V with the def2-TZVPD basis set.

Positions of all 95 atoms, in Å:
Bi  -0.5142  -0.7993  -0.8926
O  -0.3428  -4.2856  1.1279
C  0.2476  -3.3344  0.6494
O  -0.1400  -2.1013  0.7913
C  1.6227  -3.5926  -0.0101
C  2.6519  -2.4364  0.0494
C  4.0146  -3.0964  -0.2323
C  4.0326  -3.2609  -1.7792
C  2.5990  -2.6909  -2.0057
O  2.4664  -1.6592  -1.0725
C  1.6265  -3.7969  -1.5786
C  0.3548  -3.5571  -2.3371
O  0.2299  -4.1732  -3.3908
O  -0.5018  -2.6578  -1.8929
H  1.9954  -4.4493  0.5852
H  2.6093  -1.7585  0.9466
H  4.8073  -2.3994  0.1326
H  4.2451  -4.0184  0.3321
H  4.7437  -2.7778  -2.3705
H  4.0875  -4.3821  -1.9798
H  2.3998  -2.2388  -3.0146
H  1.9296  -4.8199  -1.8544
C  1.1473  -1.1339  3.6675
C  0.1523  -0.0372  4.1249
C  0.0550  -0.1620  5.6662
C  -1.2013  -0.4775  3.5098
Si  0.6876  1.7603  3.5325
Br  1.5225  1.4069  1.3788
C  2.1442  2.5088  4.5358
C  2.8199  3.7143  3.8987
C  3.1712  1.3362  4.8221
C  1.7072  2.9368  5.8863
C  -0.7806  3.0269  3.2782
C  -0.3107  4.4413  3.0765
C  -1.8619  2.9444  4.5316
C  -1.7272  2.6665  2.0153
H  0.7626  -2.1327  3.9747
H  2.2312  -1.0540  4.0284
H  1.2187  -1.2231  2.6076
H  -0.5913  -0.9974  6.1055
H  -0.4120  0.6591  6.1707
H  0.9514  -0.4103  6.1730
H  -1.4942  -1.4532  4.0158
H  -1.1154  -0.8202  2.4678
H  -1.9802  0.2092  3.7603
H  3.1464  3.4509  2.8059
H  3.6470  4.0583  4.4801
H  2.0663  4.4490  3.7221
H  3.5967  0.8997  3.8668
H  2.6885  0.5549  5.4425
H  4.0322  1.6998  5.3486
H  1.2550  3.9348  5.7650
H  2.5461  3.0141  6.5750
H  0.9025  2.3168  6.3076
H  0.2932  4.9325  3.9003
H  -1.1619  5.0315  3.0184
H  0.4010  4.3634  2.1343
H  -1.4416  3.2920  5.4687
H  -2.3221  1.9633  4.6675
H  -2.6105  3.7081  4.2063
H  -1.2195  2.7248  1.0176
H  -2.4701  3.5418  2.0021
H  -2.1865  1.7292  2.1940
O  1.2543  0.2656  -3.6326
C  0.1682  -0.2407  -3.8587
O  -0.8957  -0.0912  -3.1672
C  -0.0719  -1.0223  -5.1172
C  -1.0386  -2.0427  -5.1187
C  -1.3675  -2.6055  -6.3905
C  -0.8756  -2.0225  -7.5397
C  0.0240  -1.0060  -7.4337
C  0.5115  -0.5017  -6.2406
N  0.2143  -0.1896  -8.6782
O  1.0078  0.7332  -8.6232
O  -0.4667  -0.4867  -9.6338
N  -2.3807  -3.6616  -6.5500
O  -2.8164  -3.8732  -7.6672
O  -2.7705  -4.1611  -5.5163
H  -1.3624  -2.5671  -4.1927
H  -1.1261  -2.3075  -8.6016
H  1.2574  0.2385  -6.1801
C  -5.3139  1.7599  -1.5442
Si  -3.6173  1.0564  -2.0771
C  -2.2856  2.3142  -1.7164
C  -3.7926  0.7110  -3.9092
Se  -3.2145  -0.7467  -0.7020
H  -5.6441  2.7377  -1.9155
H  -5.4439  1.8323  -0.4335
H  -6.0414  1.0405  -1.9828
H  -2.5589  3.2007  -2.2224
H  -1.2566  2.0822  -2.0490
H  -2.2727  2.5820  -0.7031
H  -4.6717  1.1007  -4.4461
H  -3.6644  -0.4159  -4.1447
H  -2.9119  1.1985  -4.3661

Output
Kohn-Sham gap: 7.66 eV
charge: -1

=====

> charge of number 3 (C30H47BiBrN2O11SeSi2)?

-1